Record 1
DFT (ωB97M-V/def2-TZVPD) results for a molecular structure, C15H19HfN5O2S at a distorted geometry.

Element x y z (Å)
N 1.13 1.46 -1.28
C 0.50 -0.69 -3.52
C 1.75 -2.32 -2.17
C -0.79 1.79 3.25
H 3.11 -4.05 1.58
H 0.48 0.20 -4.18
N -1.96 2.42 3.33
C 1.70 2.38 -1.77
H 3.17 -2.99 3.02
H -2.23 2.89 4.20
C -1.06 1.94 0.29
H 3.47 3.20 -2.47
N -2.11 -0.45 -0.53
S -0.51 0.79 1.81
C -0.70 -1.40 -3.27
H 2.24 4.38 -1.95
C 2.50 -3.46 2.28
H -2.61 2.40 2.55
H 2.68 -0.63 -3.20
H -1.61 -3.15 -2.29
C -3.26 -0.55 -0.72
H 2.71 -2.70 -1.77
H 0.56 -3.97 -1.32
C 1.41 1.01 1.40
Hf 0.11 -0.16 -0.38
H -0.11 2.10 5.15
H 1.81 -4.13 2.81
H -5.01 -1.72 -0.58
C 2.40 3.42 -2.45
H 0.91 1.10 4.14
O -1.66 2.96 0.35
C -4.68 -0.74 -0.97
O 2.23 1.49 2.11
N 1.12 -1.67 0.93
C 0.54 -3.03 -1.91
C -0.68 -2.57 -2.46
H 2.04 3.50 -3.49
C 1.75 -2.44 1.55
C 1.73 -1.15 -2.96
N 0.09 1.66 4.25
H -4.89 -0.71 -2.05
H -1.65 -1.06 -3.73
H -5.27 0.04 -0.47

Computed properties:
* electronic energy: -39506.5607 eV
* frontier orbital gap: 7.447 eV
* HOMO energy: -21.88 eV
* F_max: 7.404 eV/A
* net charge: +4

Results of the natural (NBO) charge analysis, in e, for atoms 1 through 4:
1. N -0.689
2. C -0.147
3. C -0.212
4. C 0.469

---

Record 2
DFT (ωB97M-V/def2-TZVPD) results for a molecular structure, C20H52FN3NbO5 at a distorted geometry.

Element x y z (Å)
H 3.18 2.95 -2.55
H 0.74 5.07 1.29
H 3.75 5.61 1.19
H -6.09 -6.78 3.08
H 0.29 6.90 2.51
H -1.66 -7.28 1.41
C -4.42 -4.09 2.29
H 2.91 4.70 -2.57
H 1.01 -6.36 -0.96
C -1.97 -7.51 0.39
F 5.23 10.31 2.54
O 4.24 3.68 -0.28
H -2.40 -8.51 0.39
H 2.27 4.25 -0.65
N 2.58 -0.55 -0.73
H -5.10 -6.14 0.92
H 4.33 12.19 0.57
H 2.17 8.63 3.11
H -7.82 -6.53 3.37
H 1.68 -0.60 -4.93
H -0.17 -8.31 -0.41
H -3.90 -5.05 2.41
H 0.39 -6.11 0.67
C 2.86 4.98 1.28
H 2.44 10.74 0.09
H -6.05 -5.24 -0.27
H -0.55 -7.62 -2.60
H 4.93 10.11 -0.16
C 0.10 -6.21 -0.38
H 0.29 -0.13 -3.27
C 1.64 -2.28 -2.17
C 1.10 0.19 -2.60
C 4.67 4.07 -1.51
C 2.56 -0.15 -4.47
H -5.00 -3.88 3.20
C 3.14 8.40 1.24
H 0.56 -0.95 -0.91
C 1.43 -0.89 -1.57
H 1.47 6.29 0.25
H 0.75 1.08 -2.06
C 3.67 3.92 -2.62
H 3.37 -0.33 -1.34
H 1.58 -3.04 -1.39
H -7.60 -3.69 1.85
H -1.32 -3.29 -0.19
N -8.08 -4.52 1.52
H 2.53 2.97 0.53
H 3.05 0.50 -5.19
H 1.78 6.41 3.29
H 3.99 7.85 1.67
H 3.26 -0.95 -4.20
H -3.68 -3.30 2.18
C -5.82 -5.32 0.79
H -2.38 -4.70 -0.13
H -8.32 -4.31 0.56
C -7.12 -5.63 1.55
C -0.81 -7.43 -0.58
O -5.22 -4.09 1.13
N -1.32 -7.54 -1.95
H -7.58 -6.47 1.01
H 2.63 -2.36 -2.64
H 0.89 -2.51 -2.92
H 2.98 8.05 0.22
C 1.37 6.81 2.35
C -1.35 -4.36 0.02
H 1.09 8.86 1.75
Nb 3.82 10.56 1.26
H 4.20 4.02 -3.57
C 1.57 5.79 1.23
O -0.44 -4.99 -0.85
O 5.83 4.40 -1.66
H -1.07 -4.51 1.07
H -2.77 -6.82 0.12
C -6.91 -6.06 2.99
H -1.77 -6.66 -2.18
C 1.91 8.24 2.12
H 2.77 11.39 2.55
H 2.92 4.48 2.25
O 2.20 0.64 -3.36
H -6.69 -5.21 3.64
C 2.90 3.93 0.17
H 2.41 0.30 -0.22

Computed properties:
* electronic energy: -40554.6625 eV
* frontier orbital gap: 6.141 eV
* HOMO energy: -4.57 eV
* relative energy (zero: lowest compared OMol25 entry of this formula, charge and spin): 0.000 eV
* F_max: 1.811 eV/A
* net charge: -1

Results of the Mulliken charge analysis, in e, for atoms 1 through 4:
1. H 0.237
2. H 0.409
3. H 0.183
4. H 0.337

---

Record 3
DFT (ωB97M-V/def2-TZVPD) results for 2 unconnected molecules or ions with the total composition C2H7N4S at a distorted geometry.

Element x y z (Å)
N -0.59 1.74 -0.08
C -0.67 0.43 -0.19
H -0.18 -2.18 -1.78
N -1.10 -1.81 -0.08
H 3.60 1.14 0.71
N -0.40 -1.47 -1.05
C -1.43 -0.61 0.65
H -1.21 -0.66 1.76
S 2.65 0.44 0.14
H -1.35 2.32 0.41
H -2.50 -0.55 0.51
N -0.03 -0.23 -1.16
H 0.20 2.13 -0.57
H 3.02 -0.70 0.71

Computed properties:
* electronic energy: -18971.4757 eV
* frontier orbital gap (spin up / spin down): 8.388 / 5.329 eV
* HOMO energy (spin up / spin down): -12.04 / -13.40 eV
* relative energy (zero: lowest compared OMol25 entry of this formula, charge and spin): 1.309 eV
* F_max: 7.428 eV/A
* net charge: +1
* spin multiplicity: 3

Results of the natural (NBO) charge analysis, in e, for atoms 1 through 4:
1. N -0.595
2. C 0.373
3. H 0.443
4. N -0.071

---

Record 4
DFT (ωB97M-V/def2-TZVPD) results for 17 unconnected molecules or ions with the total composition C27H85N3O17 at a distorted geometry.

Element x y z (Å)
H 1.47 0.45 3.89
H 0.42 1.97 -4.31
C -3.35 -3.34 -3.30
H -3.53 -4.40 -3.17
H -0.34 5.05 0.33
H 0.71 5.59 -0.98
O 0.11 2.68 1.55
O -2.61 3.29 -3.30
H 4.98 0.36 1.58
H 3.06 8.12 3.92
H 0.32 0.86 4.79
H -6.59 -1.14 0.26
H -6.11 -3.91 -3.69
H -3.69 0.99 -2.58
C 0.68 1.50 -0.46
C -4.28 -0.14 -0.90
O 0.54 2.26 -5.22
H 2.77 4.03 1.87
H 1.01 -3.03 -0.51
C 0.49 -7.70 2.37
H 1.11 0.14 1.27
C 0.33 4.71 -0.46
H 2.73 5.57 0.90
H -2.47 3.91 -4.01
H -6.63 -2.20 -3.65
H 3.19 4.01 -5.56
H 1.58 2.69 -2.64
H 3.30 2.08 -2.69
H 1.02 2.86 4.47
H 1.41 4.94 1.91
H -1.94 6.04 1.50
H -0.53 -7.66 1.98
H 2.72 0.90 -0.63
H 0.28 -8.36 3.22
H -6.38 -3.72 -0.87
H 2.31 -4.11 -0.57
C 2.81 3.63 -1.02
C 1.48 -3.81 0.08
H 3.30 3.84 -4.06
H -3.21 -2.02 1.21
H -3.54 -3.34 0.14
O -1.63 6.02 2.41
H -5.02 0.64 -0.72
H 0.55 2.33 2.33
H -0.49 0.16 0.70
C -4.63 -2.43 -2.95
O 4.24 0.45 2.17
C 1.94 1.25 -1.30
H 4.89 7.28 1.75
C -4.55 -1.64 -0.51
H 2.03 -3.41 0.94
H 2.51 -0.48 -5.98
H -1.60 7.19 -1.54
H -0.40 4.23 -1.12
H -1.22 5.16 2.50
H 3.70 4.06 5.58
C -1.15 -5.02 2.60
C 0.54 0.21 0.35
H -2.72 3.84 -2.52
H 2.73 3.67 4.48
H 1.83 -6.94 4.56
H -2.45 -2.03 -0.37
H -1.36 -3.73 0.93
H -3.93 -0.98 -4.23
H 3.57 0.90 1.65
C -3.74 -0.05 -2.24
H 3.09 -1.55 4.20
H 5.19 2.60 -2.95
H -5.90 -2.30 1.20
H 2.75 -0.20 -4.51
O 2.49 -6.38 0.75
H -5.31 -0.71 1.43
H 0.50 -5.97 -1.32
C -0.06 -5.51 3.38
C -5.79 -2.88 -3.82
C 1.60 3.91 0.07
H -0.90 0.83 -1.77
N -5.14 -2.47 -1.56
C -0.52 -4.17 1.48
O 2.49 7.39 3.69
H 1.13 -8.26 1.68
O 2.53 0.23 -5.33
H 5.18 8.76 1.93
H -1.10 -5.28 -1.00
H -0.56 -6.22 4.04
H -0.72 -6.61 -0.16
H -2.77 -0.53 -2.31
H -3.41 0.17 -0.32
H -5.42 -0.39 -3.52
H 3.18 -5.71 0.72
H -0.31 2.31 -2.16
H 3.70 3.52 -0.40
H 0.33 3.94 5.28
H 2.64 -5.52 3.95
H -0.02 -3.28 1.88
C -0.58 1.74 -1.27
H 3.03 4.44 -1.71
H -5.57 -2.68 -4.88
H 0.77 -0.67 -0.25
O 2.55 -0.99 3.65
N 1.02 2.59 0.49
C -5.60 -1.40 0.65
H -1.39 2.16 -0.67
O 5.21 7.92 2.39
C 0.55 -4.87 0.65
H 1.31 1.80 -5.52
H -0.21 7.30 -2.12
C 0.97 -6.37 2.75
O -5.44 -3.74 -1.06
H 1.73 0.53 -2.08
O -1.08 7.67 -2.19
C -4.48 -0.90 -3.29
O 0.97 3.81 4.58
C 2.20 4.67 1.20
C -3.37 -2.26 0.16
H -1.72 -5.79 2.09
H -2.46 -3.15 -2.69
O 0.79 1.12 4.00
C 2.21 -6.48 3.65
O 3.67 3.73 4.68
H -2.92 -3.33 -4.30
N 1.48 -5.70 1.47
H 3.18 -0.50 3.12
H 0.41 -4.74 3.99
H -1.94 -4.44 3.08
O 5.88 2.19 -3.47
H 2.99 -7.14 3.27
C 2.49 2.47 -2.08
H 6.36 1.64 -2.85
O 2.78 4.27 -4.74
H 3.05 6.80 3.18
C -0.22 -5.71 -0.54

Computed properties:
* electronic energy: -68641.4381 eV
* frontier orbital gap (spin up / spin down): 7.122 / 3.268 eV
* HOMO energy (spin up / spin down): -10.02 / -10.02 eV
* F_max: 3.965 eV/A
* net charge: +1
* spin multiplicity: 2

Results of the Mulliken charge analysis, in e, for atoms 1 through 4:
1. H 0.321
2. H 0.343
3. C -1.540
4. H 0.406